[1]
{
  "formula": "C4H6N2",
  "method": "ωB97M-V/def2-TZVPD",
  "species": ["C", "C", "C", "N", "N", "C", "H", "H", "H", "H", "H", "H"],
  "positions_angstrom": [[-1.57, -0.27, 0.10], [-0.11, 0.09, 0.19], [0.91, -0.75, -0.39], [2.13, -0.36, -0.48], [1.23, 2.05, 1.16], [0.35, 1.35, 0.69], [-1.95, -0.33, -0.93], [-1.70, -1.26, 0.55], [-2.19, 0.44, 0.66], [0.57, -1.74, -0.70], [2.72, -1.12, -0.82], [-0.38, 1.89, 0.00]],
  "gap_ev": [7.95, 8.07],
  "total_charge": 0,
  "relative_energy_kj_mol": 432.0,
  "lumo_ha": [-0.0398, -0.0123]
}


[2]
{
  "formula": "C33H32BrN5O2Ti",
  "method": "ωB97M-V/def2-TZVPD",
  "species": ["Ti", "C", "C", "C", "C", "C", "N", "C", "C", "C", "N", "C", "C", "C", "C", "C", "C", "C", "C", "N", "C", "C", "C", "N", "C", "C", "C", "C", "O", "C", "O", "H", "H", "H", "H", "H", "H", "H", "H", "H", "H", "H", "H", "H", "H", "H", "H", "H", "H", "H", "H", "H", "H", "H", "H", "H", "H", "H", "H", "Br", "N", "C", "C", "C", "C", "C", "C", "C", "C", "C", "H", "H", "H", "H"],
  "positions_angstrom": [[-0.11, -0.82, 0.69], [6.80, -2.34, 2.25], [5.47, -1.73, 1.91], [5.15, -0.44, 2.24], [3.90, 0.14, 1.89], [3.66, 1.45, 2.38], [2.88, 2.42, 2.00], [2.15, 2.66, 0.74], [3.07, 2.51, -0.47], [2.34, 2.83, -1.77], [1.38, 1.77, -2.07], [0.64, 1.69, -3.13], [-0.38, 0.72, -3.32], [-1.20, 0.80, -4.46], [-2.30, -0.02, -4.61], [-3.20, 0.06, -5.82], [-2.59, -0.91, -3.57], [-1.82, -1.02, -2.42], [-2.23, -1.97, -1.39], [-1.75, -2.03, -0.21], [-2.20, -3.10, 0.68], [-1.07, -4.13, 0.92], [0.16, -3.98, 0.03], [0.96, -2.80, 0.39], [2.20, -3.00, 0.58], [3.20, -2.02, 1.02], [4.46, -2.50, 1.32], [2.89, -0.65, 1.26], [1.75, -0.15, 1.00], [-0.64, -0.24, -2.29], [0.17, -0.37, -1.31], [7.56, -1.57, 2.42], [7.16, -2.97, 1.44], [6.74, -2.95, 3.15], [5.87, 0.18, 2.76], [4.25, 1.72, 3.26], [2.89, 3.22, 2.61], [1.81, 3.70, 0.81], [1.27, 2.03, 0.70], [3.48, 1.50, -0.52], [3.91, 3.20, -0.38], [3.04, 2.93, -2.59], [1.79, 3.78, -1.67], [1.18, 1.03, -1.38], [0.78, 2.45, -3.90], [-0.96, 1.53, -5.22], [-2.70, 0.58, -6.64], [-4.12, 0.61, -5.59], [-3.48, -0.93, -6.17], [-3.47, -1.54, -3.66], [-3.03, -2.66, -1.67], [-3.09, -3.58, 0.24], [-2.48, -2.64, 1.62], [-1.48, -5.13, 0.74], [-0.76, -4.09, 1.96], [-0.12, -3.89, -1.02], [0.77, -4.88, 0.13], [2.60, -4.01, 0.47], [4.67, -3.55, 1.12], [-0.31, -1.39, 3.21], [-8.28, 3.95, 3.39], [-7.28, 3.51, 3.02], [-6.03, 2.97, 2.55], [-5.58, 3.29, 1.27], [-4.38, 2.78, 0.82], [-3.62, 1.95, 1.63], [-4.08, 1.63, 2.92], [-5.28, 2.14, 3.37], [-2.37, 1.41, 1.18], [-1.30, 0.97, 0.79], [-6.18, 3.94, 0.64], [-4.03, 3.02, -0.18], [-3.48, 0.98, 3.54], [-5.64, 1.89, 4.36]],
  "gap_ev": [6.14, 6.69],
  "multiplicity": 2,
  "total_charge": 1,
  "relative_energy_kj_mol": 0.0,
  "lumo_ha": [-0.1327, -0.1322],
  "s_squared": 0.753
}


[3]
{
  "formula": "C5H11NO",
  "method": "ωB97M-V/def2-TZVPD",
  "species": ["C", "O", "C", "C", "N", "C", "C", "H", "H", "H", "H", "H", "H", "H", "H", "H", "H", "H"],
  "positions_angstrom": [[-2.29, -0.35, 1.62], [-1.82, -0.05, 0.33], [-0.60, 0.63, 0.35], [0.69, -0.22, 0.51], [1.28, 0.55, -0.59], [2.11, -0.17, -1.53], [-0.05, 0.97, -1.04], [-2.87, -1.28, 1.57], [-2.94, 0.45, 2.00], [-1.47, -0.49, 2.34], [-0.62, 1.49, 1.03], [1.25, -0.20, 1.45], [0.46, -1.26, 0.23], [1.60, -1.05, -1.96], [3.02, -0.51, -1.02], [2.41, 0.49, -2.35], [-0.50, 0.28, -1.78], [-0.13, 2.00, -1.40]],
  "gap_ev": 9.83,
  "total_charge": 0,
  "relative_energy_kj_mol": 230.8,
  "lumo_ha": 0.0411
}


[4]
{
  "formula": "C6H14ClO7SV",
  "method": "ωB97M-V/def2-TZVPD",
  "species": ["O", "V", "Cl", "O", "S", "O", "O", "C", "C", "C", "H", "H", "H", "H", "H", "H", "H", "H", "C", "O", "C", "O", "O", "C", "H", "H", "H", "H", "H", "H"],
  "positions_angstrom": [[20.33, 26.51, 29.31], [18.87, 26.81, 29.94], [18.38, 25.13, 29.33], [22.47, 23.22, 29.93], [21.31, 22.43, 29.53], [21.53, 21.20, 28.84], [20.13, 22.31, 30.80], [19.82, 23.42, 31.48], [18.73, 23.15, 32.49], [20.45, 23.52, 28.26], [19.44, 24.18, 30.80], [20.73, 23.71, 32.01], [19.15, 22.35, 33.10], [17.71, 22.91, 32.19], [18.56, 24.07, 33.05], [21.02, 23.59, 27.33], [20.19, 24.50, 28.67], [19.53, 22.94, 28.13], [16.66, 25.55, 31.50], [16.72, 24.15, 31.79], [16.05, 23.30, 30.94], [15.49, 23.66, 29.88], [16.13, 22.12, 31.46], [15.41, 20.98, 30.96], [17.49, 25.87, 30.87], [16.73, 26.05, 32.47], [15.68, 25.74, 31.07], [15.99, 20.07, 31.09], [15.08, 21.07, 29.93], [14.57, 20.91, 31.66]],
  "gap_ev": [6.46, 6.79],
  "multiplicity": 2,
  "total_charge": 1,
  "relative_energy_kj_mol": 810.0,
  "lumo_ha": [-0.2681, -0.2558],
  "s_squared": 0.795
}


- What is the formula in the second record?
  C33H32BrN5O2Ti